Entry 1:
The following is a DFT calculation (ωB97M-V/def2-TZVPD) of a single C3H5NO molecule.

```
10
Properties=species:S:1:pos:R:3:forces:R:3
C -0.475730 -0.215469 -0.304432 -1.26 -0.56 2.16
C 0.335176 0.746465 0.604172 3.34 -1.09 -2.39
N 1.525338 -0.498114 0.908875 -1.94 3.16 -1.40
O 0.687558 -1.471647 1.482365 -1.05 -0.63 0.15
C 0.589492 -1.253115 0.100152 0.10 -2.45 -0.90
H -1.640563 -0.391195 -0.125004 2.66 0.00 0.36
H -0.480206 -0.002293 -1.341955 0.65 0.51 -0.99
H 0.906039 1.555026 0.100850 -0.37 -0.74 -0.26
H 0.046369 1.188217 1.474976 -1.46 0.44 2.58
H 0.961043 -2.139648 -0.515298 -0.68 1.36 0.69
```
Positions in Å, forces in eV/Å.

Its charge is 0. The structure (SMILES) is C1CN2O[C@@H]12. As for the LUMO energy: 1.1196 eV. The calculation puts the HOMO energy at -0.354 Eh. Its energy above the lowest of the compared OMol25 structures with the same formula, charge and spin is 101.9 kcal per mole. The total energy comes out at -247.14491 Eh. For the HOMO-LUMO gap, the calculation gives 10.75 eV.

Partial charges, natural (NBO), in e: -0.48, -0.25, -0.11, -0.37, 0.17, 0.23, 0.22, 0.20, 0.20, 0.18

=====

Entry 2:
The following is a DFT calculation (ωB97M-V/def2-TZVPD) of a gas-phase ion, C5H8N (charge +1).

```
14
Properties=species:S:1:pos:R:3:forces:R:3
C 1.145060 1.120087 -0.830631 -1.50 -0.97 1.40
C 0.311666 -0.689293 0.714591 0.13 0.17 -2.07
C 1.844818 -0.489183 0.571868 1.18 -0.38 0.45
C -0.320526 0.296535 -0.220075 5.23 0.74 -0.14
C -1.661303 0.467604 -0.627303 1.45 2.99 2.18
N 2.129614 0.699375 -0.206053 -3.51 0.97 0.29
H 1.215309 1.843201 -1.569612 -0.44 1.43 -1.64
H 0.049302 -1.674673 0.211103 0.11 0.58 1.69
H -0.109840 -0.407416 1.684837 0.28 -1.08 0.29
H 2.406739 -0.459667 1.478052 0.24 -0.21 0.69
H 2.349403 -1.078065 -0.156347 0.01 -2.39 0.23
H -2.093981 1.236930 0.005723 -0.54 0.07 0.64
H -2.200859 -0.378593 -0.564688 -1.96 -2.99 -0.35
H -1.586596 0.996885 -1.482734 -0.67 1.07 -3.67
```
Positions in Å, forces in eV/Å.

Its charge is +1. As for the LUMO energy (alpha / beta): -4.0245 / -8.8998 eV. The calculation puts the HOMO energy (alpha / beta) at -0.481 / -0.628 Eh. Its energy above the lowest of the compared OMol25 structures with the same formula, charge and spin is 67.0 kcal per mole. The total energy comes out at -249.58925 Eh. For the HOMO-LUMO gap (alpha / beta), the calculation gives 9.06 / 8.20 eV. The multiplicity is 3.

Partial charges, natural (NBO), in e: 0.10, -0.51, -0.26, 0.28, -0.73, 0.00, 0.27, 0.28, 0.27, 0.25, 0.25, 0.27, 0.27, 0.26

=====

Entry 3:
The following is a DFT calculation (ωB97M-V/def2-TZVPD) of a gas-phase ion, C4H10O2P (charge -1).

```
17
Properties=species:S:1:pos:R:3:forces:R:3
C -1.062744 -0.415252 2.187073 -3.05 -0.53 1.27
C -0.129505 -0.217362 -2.200956 -0.08 2.67 2.07
C 1.838805 0.695643 0.975972 2.75 2.77 0.10
C -1.071054 -0.823171 -1.096071 1.17 3.41 0.23
O -1.000573 1.685218 0.420736 -0.59 -0.10 0.29
O 0.892569 -0.086026 0.393773 -1.90 -1.14 0.36
P -0.840230 0.219122 0.591639 3.44 0.43 -3.63
H -0.969031 -1.471462 2.435974 0.64 0.03 -0.02
H -2.051992 -0.034949 2.605175 1.58 -0.20 -0.17
H 0.477848 0.695926 -1.895646 -1.08 -0.85 0.40
H 0.651525 -0.834944 -2.416236 1.91 -2.23 -0.73
H -0.531684 0.156428 -3.113782 -1.15 -0.29 -0.68
H 1.873898 1.747846 0.527756 -0.43 -0.99 0.55
H 2.923355 0.388304 0.817327 -1.29 -0.59 -0.46
H 1.885226 0.841517 2.068586 -0.99 -0.27 -0.04
H -0.832268 -1.794985 -0.845758 0.56 -2.16 0.43
H -2.054143 -0.751853 -1.455561 -1.49 0.03 0.04
```
Positions in Å, forces in eV/Å.

Its charge is -1. As for the LUMO energy (alpha / beta): 3.9538 / 2.0781 eV. The calculation puts the HOMO energy (alpha / beta) at 0.033 / -0.230 Eh. Its energy above the lowest of the compared OMol25 structures with the same formula, charge and spin is 45.9 kcal per mole. The total energy comes out at -650.11245 Eh. For the HOMO-LUMO gap (alpha / beta), the calculation gives 3.05 / 8.33 eV. The multiplicity is 3.

Partial charges, natural (NBO), in e: -1.12, -0.63, -0.26, -0.77, -1.11, -0.84, 1.89, 0.16, 0.18, 0.22, 0.20, 0.19, 0.15, 0.15, 0.16, 0.21, 0.21